1.
Entry from OMol25: 16 unconnected molecules or ions with the total composition C64H112N16 (wB97M-V/def2-TZVPD).

Element x y z (Å)
C  6.58  -2.89  -6.17
C  6.00  -2.80  -4.78
C  5.00  -1.66  -4.47
C  3.70  -1.80  -5.17
N  2.72  -2.00  -5.71
H  7.52  -3.48  -6.07
H  6.88  -1.90  -6.48
H  6.00  -3.44  -6.92
H  6.87  -2.53  -4.08
H  5.55  -3.69  -4.43
H  5.39  -0.65  -4.61
H  4.76  -1.61  -3.37
C  3.89  2.11  1.10
C  4.73  3.24  1.69
C  6.18  2.78  2.15
C  5.97  1.75  3.21
N  5.74  1.06  4.10
H  3.58  1.46  1.89
H  4.37  1.59  0.26
H  2.94  2.51  0.73
H  4.18  3.63  2.54
H  4.90  4.04  0.98
H  6.81  3.56  2.48
H  6.62  2.25  1.28
C  3.43  3.42  -3.10
C  2.51  4.64  -3.12
C  1.39  4.54  -2.07
C  1.81  5.08  -0.83
N  2.23  5.50  0.17
H  3.04  2.45  -3.35
H  3.77  3.49  -2.08
H  4.34  3.48  -3.67
H  1.96  4.66  -4.06
H  3.09  5.56  -3.03
H  0.90  3.51  -1.93
H  0.51  5.10  -2.43
C  0.45  -2.94  6.94
C  0.69  -1.41  6.90
C  2.00  -1.01  6.33
C  2.23  -1.59  4.99
N  2.20  -1.87  3.84
H  0.63  -3.43  5.98
H  -0.57  -3.18  7.24
H  1.02  -3.41  7.67
H  0.58  -1.02  7.88
H  -0.08  -0.94  6.20
H  2.83  -1.32  6.97
H  2.11  0.11  6.20
C  -7.25  0.26  1.10
C  -6.00  0.24  0.29
C  -5.98  -1.11  -0.51
C  -4.87  -1.15  -1.49
N  -4.04  -1.12  -2.27
H  -7.14  -0.52  1.83
H  -8.17  0.04  0.50
H  -7.41  1.18  1.76
H  -5.13  0.14  0.86
H  -5.78  1.08  -0.37
H  -6.94  -1.25  -1.01
H  -5.82  -1.97  0.20
C  -4.48  -4.97  0.19
C  -4.53  -5.09  -1.32
C  -3.19  -4.56  -1.87
C  -2.10  -5.46  -1.48
N  -1.10  -6.01  -1.41
H  -3.74  -5.75  0.53
H  -5.47  -5.10  0.65
H  -4.06  -3.96  0.59
H  -5.35  -4.51  -1.79
H  -4.54  -6.14  -1.65
H  -2.92  -3.59  -1.40
H  -3.25  -4.60  -2.96
C  0.45  1.76  -5.30
C  -0.46  1.01  -4.44
C  0.16  -0.28  -3.92
C  1.36  -0.24  -3.12
N  2.42  -0.33  -2.71
H  -0.06  2.64  -5.75
H  0.83  1.12  -6.10
H  1.33  2.07  -4.72
H  -1.38  0.68  -4.88
H  -0.77  1.58  -3.58
H  0.45  -0.91  -4.81
H  -0.64  -0.84  -3.48
C  6.96  -1.71  4.19
C  6.16  -2.59  3.28
C  5.24  -2.03  2.27
C  5.77  -1.05  1.26
N  6.08  -0.31  0.45
H  7.66  -2.34  4.67
H  6.31  -1.12  4.85
H  7.55  -0.98  3.62
H  5.58  -3.29  3.90
H  6.87  -3.28  2.79
H  4.27  -1.65  2.65
H  4.86  -2.85  1.64
C  -0.36  -7.54  2.37
C  0.41  -6.57  3.20
C  0.48  -5.14  2.72
C  -0.77  -4.62  2.30
N  -1.84  -4.23  2.13
H  -1.44  -7.38  2.49
H  -0.18  -8.56  2.78
H  -0.13  -7.57  1.33
H  1.43  -6.94  3.46
H  -0.03  -6.57  4.20
H  1.26  -4.98  1.99
H  0.90  -4.59  3.50
C  1.44  1.53  3.46
C  0.16  2.26  3.65
C  -1.04  1.59  3.02
C  -1.31  0.25  3.43
N  -1.52  -0.76  3.94
H  1.29  0.51  3.90
H  2.34  1.92  3.89
H  1.63  1.43  2.37
H  0.22  3.21  3.15
H  0.04  2.55  4.74
H  -0.84  1.48  1.94
H  -1.99  2.13  3.23
C  0.66  -1.76  0.87
C  -0.43  -1.77  -0.19
C  -1.34  -0.52  -0.16
C  -0.73  0.65  -0.61
N  -0.38  1.70  -0.96
H  0.14  -1.71  1.83
H  1.35  -0.94  0.76
H  1.32  -2.65  0.75
H  -1.05  -2.66  0.03
H  -0.04  -1.95  -1.17
H  -1.81  -0.27  0.82
H  -2.16  -0.83  -0.87
C  -4.17  3.85  -0.01
C  -3.83  3.75  -1.51
C  -4.91  4.65  -2.30
C  -4.71  4.24  -3.70
N  -4.63  3.95  -4.79
H  -4.12  4.88  0.39
H  -3.52  3.20  0.57
H  -5.17  3.45  0.19
H  -3.99  2.71  -1.84
H  -2.81  4.06  -1.76
H  -4.66  5.68  -2.23
H  -5.93  4.44  -1.98
C  -2.75  5.56  -7.07
C  -1.81  4.67  -6.18
C  -1.39  5.33  -4.90
C  -0.61  6.53  -5.19
N  0.12  7.43  -5.28
H  -2.27  6.41  -7.55
H  -3.46  6.01  -6.41
H  -3.23  5.00  -7.86
H  -0.97  4.33  -6.76
H  -2.32  3.74  -5.98
H  -0.74  4.62  -4.34
H  -2.27  5.60  -4.28
C  1.11  -4.90  -4.03
C  2.38  -4.73  -3.17
C  1.96  -4.87  -1.69
C  3.16  -5.01  -0.78
N  4.10  -5.16  -0.14
H  0.72  -5.94  -3.89
H  1.36  -4.79  -5.09
H  0.32  -4.19  -3.78
H  2.92  -3.76  -3.32
H  3.14  -5.49  -3.35
H  1.34  -5.74  -1.51
H  1.42  -4.05  -1.25
C  -5.27  -3.55  3.76
C  -4.57  -2.69  4.78
C  -5.30  -1.30  5.09
C  -4.81  -0.27  4.21
N  -4.56  0.45  3.33
H  -5.65  -2.99  2.90
H  -6.19  -3.93  4.22
H  -4.61  -4.34  3.43
H  -3.64  -2.40  4.48
H  -4.46  -3.22  5.73
H  -5.07  -1.13  6.14
H  -6.34  -1.36  4.85
C  -1.65  7.10  2.61
C  -0.40  7.20  1.71
C  -0.62  7.96  0.40
C  -1.56  7.23  -0.44
N  -2.34  6.68  -1.11
H  -1.97  8.08  2.91
H  -1.25  6.53  3.42
H  -2.39  6.56  2.06
H  0.01  6.21  1.59
H  0.38  7.72  2.27
H  0.26  8.22  -0.16
H  -1.14  8.90  0.69

ΔE to the lowest compared entry with this formula, charge and spin = 102.7 kcal/mol



2.
Entry from OMol25: 14 unconnected molecules or ions with the total composition C64H144F10N14O23S10 (wB97M-V/def2-TZVPD).

Element x y z (Å)
C  13.55  8.62  13.90
C  12.36  9.44  14.15
C  12.81  10.93  14.29
N  11.75  12.03  14.23
C  10.99  11.97  15.54
C  12.30  13.45  14.01
C  11.19  14.26  13.50
C  10.10  13.34  12.99
C  10.80  11.89  13.04
H  13.23  7.58  13.80
H  14.37  8.76  14.60
H  13.95  8.93  12.94
H  11.91  9.12  15.09
H  11.60  9.30  13.37
H  13.49  11.11  13.46
H  13.43  11.13  15.17
H  11.50  12.19  16.48
H  10.66  10.94  15.61
H  10.13  12.64  15.54
H  12.65  13.75  14.99
H  13.21  13.43  13.41
H  10.74  14.89  14.26
H  11.41  14.92  12.66
H  9.26  13.26  13.68
H  9.76  13.48  11.96
H  10.05  11.11  13.20
H  11.39  11.76  12.13
C  6.89  13.02  19.15
C  7.80  12.02  19.91
C  8.83  11.33  19.01
N  9.89  10.51  19.72
C  10.81  11.47  20.52
C  10.73  9.62  18.78
C  11.27  8.50  19.66
C  10.34  8.41  20.89
C  9.24  9.43  20.63
H  6.24  12.46  18.48
H  7.44  13.63  18.43
H  6.35  13.65  19.86
H  7.19  11.29  20.44
H  8.30  12.51  20.75
H  9.38  12.08  18.44
H  8.34  10.60  18.36
H  11.64  10.88  20.93
H  10.39  11.89  21.43
H  11.01  12.32  19.87
H  11.46  10.25  18.28
H  9.90  9.23  18.18
H  12.33  8.60  19.88
H  11.25  7.61  19.03
H  10.84  8.59  21.84
H  9.86  7.43  20.82
H  8.91  10.01  21.50
H  8.54  8.96  19.95
C  3.97  5.92  12.38
C  5.00  6.56  11.46
C  6.45  6.12  11.56
N  7.43  6.85  10.62
C  7.19  6.57  9.15
C  8.82  6.38  11.04
C  9.24  7.15  12.30
C  8.45  8.43  12.15
C  7.63  8.36  10.85
H  3.82  4.89  12.05
H  3.03  6.47  12.36
H  4.37  5.89  13.39
H  5.01  7.65  11.60
H  4.56  6.40  10.48
H  6.56  5.11  11.17
H  6.92  6.17  12.54
H  7.15  5.50  8.97
H  7.91  7.08  8.50
H  6.21  6.93  8.83
H  9.52  6.59  10.23
H  8.90  5.31  11.24
H  10.32  7.25  12.43
H  8.93  6.61  13.20
H  9.00  9.37  12.15
H  7.82  8.72  12.98
H  8.11  8.75  9.96
H  6.66  8.86  10.94
C  11.10  13.06  8.89
C  9.62  13.01  8.60
C  9.36  11.76  7.73
N  7.84  11.50  7.60
C  6.98  11.85  8.86
C  7.24  12.25  6.40
C  7.28  11.24  5.25
C  6.70  10.02  6.04
C  7.54  9.98  7.28
H  11.68  13.18  7.98
H  11.49  12.09  9.20
H  11.37  13.78  9.66
H  9.26  13.90  8.08
H  9.15  13.02  9.58
H  9.78  10.85  8.14
H  9.74  12.02  6.74
H  5.96  11.53  8.67
H  6.86  12.92  9.05
H  7.25  11.28  9.74
H  6.19  12.47  6.59
H  7.70  13.24  6.32
H  6.66  11.50  4.39
H  8.28  10.99  4.90
H  5.62  10.02  6.21
H  6.82  9.14  5.41
H  7.10  9.56  8.18
H  8.46  9.44  7.05
C  1.49  9.05  12.53
C  1.19  10.38  11.79
C  2.51  11.03  11.47
N  2.43  12.40  10.80
C  1.90  13.42  11.79
C  1.63  12.39  9.51
C  2.19  13.48  8.63
C  3.56  13.83  9.06
C  3.78  12.91  10.29
H  2.28  8.48  12.04
H  0.59  8.45  12.68
H  1.83  9.07  13.57
H  0.59  11.04  12.42
H  0.70  10.25  10.82
H  3.00  10.39  10.74
H  3.22  11.24  12.27
H  1.98  14.34  11.21
H  2.47  13.48  12.72
H  0.87  13.29  12.12
H  0.61  12.52  9.89
H  1.70  11.44  8.99
H  1.58  14.37  8.72
H  2.14  13.14  7.59
H  3.66  14.89  9.30
H  4.25  13.52  8.28
H  4.40  13.31  11.10
H  4.25  11.98  10.00
C  3.06  7.41  16.04
C  2.87  8.31  17.25
C  4.05  7.97  18.21
N  4.22  8.98  19.41
C  4.65  10.40  19.01
C  2.89  9.00  20.22
C  3.24  9.47  21.60
C  4.71  9.10  21.79
C  5.16  8.40  20.50
H  2.78  6.37  16.21
H  4.08  7.43  15.67
H  2.47  7.54  15.13
H  1.97  8.29  17.86
H  2.89  9.32  16.84
H  5.00  8.03  17.67
H  3.94  6.97  18.64
H  4.78  11.00  19.91
H  3.86  10.80  18.37
H  5.57  10.27  18.43
H  2.20  9.74  19.81
H  2.51  7.99  20.12
H  3.19  10.56  21.69
H  2.56  8.94  22.27
H  5.34  9.99  21.94
H  4.79  8.51  22.70
H  6.21  8.51  20.23
H  4.73  7.41  20.65
C  -3.41  15.76  15.44
C  -2.39  14.70  15.90
C  -1.05  15.31  16.38
N  -0.06  14.32  16.95
C  1.22  15.15  17.36
C  0.45  13.23  15.98
C  0.92  12.05  16.87
C  0.00  12.12  18.12
C  -0.53  13.57  18.26
H  -4.28  15.21  15.09
H  -3.00  16.27  14.57
H  -3.64  16.49  16.22
H  -2.35  13.96  15.10
H  -2.91  14.25  16.74
H  -1.15  16.12  17.10
H  -0.52  15.79  15.56
H  1.90  14.47  17.86
H  0.91  16.02  17.95
H  1.72  15.54  16.48
H  1.12  13.62  15.21
H  -0.47  12.92  15.50
H  2.00  12.04  17.00
H  0.83  11.08  16.36
H  0.61  11.89  18.99
H  -0.68  11.28  18.00
H  -0.24  14.10  19.16
H  -1.60  13.37  18.22
C  8.68  19.80  14.72
C  8.32  18.27  14.60
C  6.94  17.97  14.00
N  6.45  16.49  14.10
C  7.53  15.53  13.56
C  5.21  16.28  13.16
C  4.03  16.74  14.03
C  4.42  16.45  15.50
C  5.92  16.08  15.49
H  9.67  19.97  15.13
H  8.02  20.29  15.44
H  8.62  20.24  13.73
H  8.34  17.76  15.56
H  9.10  17.74  14.06
H  6.84  18.18  12.94
H  6.13  18.48  14.52
H  8.42  15.74  14.15
H  7.72  15.84  12.53
H  7.17  14.54  13.83
H  5.10  15.22  12.94
H  5.32  16.87  12.25
H  3.16  16.13  13.79
H  3.72  17.78  13.93
H  3.86  15.60  15.88
H  4.26  17.32  16.13
H  6.06  15.01  15.65
H  6.57  16.63  16.17
N  3.43  8.63  8.41
O  2.25  8.84  8.71
O  4.33  9.38  8.74
O  3.83  7.63  7.86
N  5.08  12.65  13.53
S  6.10  11.27  13.45
O  5.57  9.93  13.19
O  7.44  11.30  14.03
F  6.68  11.66  11.98
S  4.69  12.24  14.93
O  5.69  12.48  16.00
O  3.80  11.12  15.19
F  3.68  13.50  15.25
N  7.47  8.21  17.92
S  7.80  8.21  16.24
O  7.48  7.05  15.41
O  8.88  9.09  15.75
F  6.44  9.16  15.92
S  7.87  6.82  18.13
O  9.33  6.54  18.06
O  6.98  5.69  17.87
F  7.64  6.85  19.68
N  1.39  14.25  21.05
S  2.67  13.60  20.92
O  2.76  12.88  19.66
O  3.43  13.20  22.09
F  3.51  14.93  20.36
S  0.68  13.07  22.05
O  0.55  13.35  23.48
O  0.86  11.71  21.57
F  -0.77  13.38  21.55
N  10.20  8.36  8.54
S  10.91  7.87  7.29
O  11.85  6.77  7.51
O  11.19  8.85  6.24
F  9.66  7.01  6.75
S  11.50  8.78  9.53
O  12.65  9.54  9.05
O  11.89  7.82  10.60
F  10.59  9.95  10.26
N  6.99  17.30  10.06
S  6.99  15.87  9.69
O  7.84  14.91  10.43
O  6.61  15.56  8.29
F  5.63  15.48  10.37
S  8.63  17.51  9.71
O  9.07  17.19  8.35
O  9.55  17.20  10.79
F  8.59  19.15  9.54

net charge = +2



no.,gap between HOMO and LUMO (Eh),HOMO energy (eV)
1,0.4029,-10.579
2,0.2319,-11.205